(1)
Molecular formula: C16H20InNOS
Method: DFT, ωB97M-V with the def2-TZVPD basis set

The total energy is -1339.65478 Eh. The calculation puts the frontier orbital gap (alpha / beta) at 2.72 / 2.72 eV. The LUMO energy (alpha / beta) is 0.1718 / 0.1718 Ha. The total charge is -2.

```
40
Properties=species:S:1:pos:R:3:forces:R:3:lowdin_charge:R:1
In 0.040 0.048 0.908 -1.6 -1.7 0.4 0.728
C 0.725 -1.795 2.923 -0.1 -2.3 -0.5 -0.310
C -0.759 -1.820 2.949 0.2 -1.7 -0.6 -0.313
C -1.215 -2.111 1.607 0.8 -1.2 1.3 -0.211
H -1.497 -1.521 3.786 1.6 -0.8 -1.6 0.085
C -0.053 -2.418 0.782 0.2 1.0 0.7 -0.181
C 1.148 -2.132 1.573 -1.2 -1.0 1.4 -0.227
H 2.201 -2.293 1.236 -1.1 0.3 0.3 0.099
H 1.486 -1.538 3.745 -1.6 -0.5 -1.4 0.092
H -2.283 -2.189 1.293 1.2 0.2 0.2 0.102
H -0.065 -2.780 -0.261 -0.1 0.5 0.7 0.095
C 1.553 1.826 1.984 0.9 0.0 -1.6 -0.268
C 2.359 0.668 1.633 0.2 1.6 -0.8 -0.202
C 2.234 0.421 0.201 -0.3 2.0 0.3 -0.174
H 2.983 0.088 2.328 -0.6 0.3 -0.4 0.103
C 1.302 1.434 -0.334 1.6 0.5 0.4 -0.190
C 0.865 2.288 0.781 1.2 -0.8 -0.1 -0.175
H 0.140 3.120 0.718 0.6 -0.7 0.0 0.103
H 1.403 2.245 2.993 0.3 -0.3 -1.0 0.050
H 2.680 -0.401 -0.387 -0.4 0.7 0.5 0.109
H 0.977 1.505 -1.389 0.1 -0.2 0.8 0.095
O -1.349 -0.154 -0.496 0.0 1.4 1.4 -0.345
C -0.787 0.283 -3.216 1.1 0.5 1.4 -0.483
C -2.029 0.493 -2.475 0.1 0.9 -0.4 -0.293
C -0.291 -1.078 -3.464 -0.2 0.3 0.1 -0.184
C -0.143 1.435 -3.873 -0.2 -0.4 0.2 -0.215
C -1.893 1.088 -1.066 0.7 -4.0 0.4 -0.260
H -2.579 -0.458 -2.390 -0.2 0.4 0.2 0.103
H -2.627 1.252 -2.931 -1.5 0.8 -1.6 0.049
H -1.214 1.942 -0.979 -0.2 0.1 -0.2 0.078
H -2.816 1.157 -0.488 -0.5 1.0 -0.4 0.091
H -0.790 -1.518 -4.349 -0.1 -0.8 -0.6 0.017
H -0.499 -1.742 -2.611 0.1 0.0 -0.2 0.048
H 0.789 -1.102 -3.672 0.0 -0.1 0.0 0.048
H -0.581 1.615 -4.876 -0.1 0.6 -0.9 0.008
H 0.935 1.280 -4.039 0.0 0.1 0.0 0.048
H -0.270 2.375 -3.309 0.1 0.0 -0.1 0.049
S -0.093 0.490 3.638 -0.6 4.0 0.2 0.701
C 0.011 -0.003 5.187 -0.7 0.3 -0.3 -0.856
N 0.003 0.001 6.341 0.3 -0.8 1.7 -0.013
```
Forces are in eV/Å.



(2)
Molecular formula: C16H20IrN8O5
Method: DFT, ωB97M-V with the def2-TZVPD basis set

The total energy is -1540.00488 Eh. The calculation puts the frontier orbital gap at 7.82 eV. The value obtained for the relative energy (zero: lowest compared OMol25 entry of this formula, charge and spin) is 27.29 kcal/mol. The LUMO energy is -0.1230 Ha. The total charge is +1.

```
50
Properties=species:S:1:pos:R:3:forces:R:3:lowdin_charge:R:1
Ir -0.052 0.039 -0.133 0.2 -2.9 -0.6 1.419
O 3.558 1.829 0.140 0.0 0.1 0.0 0.151
C 2.442 1.468 -0.108 -0.1 -0.1 0.1 -0.435
N 1.615 0.657 0.666 0.6 0.9 0.6 -0.053
C 2.005 0.072 1.863 0.0 0.1 -0.2 -0.415
O 2.963 0.329 2.538 0.1 -0.2 -0.1 0.154
C 1.009 -0.993 2.285 -0.1 0.3 0.1 -0.169
C 1.306 -1.938 3.245 0.0 0.1 0.1 0.033
C 0.310 -2.819 3.632 -0.1 0.0 0.0 -0.017
C -0.964 -2.686 3.091 0.0 0.0 0.1 -0.030
C -1.183 -1.722 2.127 0.1 0.2 0.1 -0.108
N -0.201 -0.918 1.701 -0.2 -0.6 -0.1 -0.042
C 1.744 1.834 -1.398 0.0 0.0 0.0 -0.181
C 2.267 2.785 -2.249 0.0 -0.1 0.0 0.039
C 1.547 3.138 -3.378 0.0 0.0 0.0 -0.011
C 0.331 2.517 -3.623 0.1 0.0 -0.1 -0.024
C -0.123 1.558 -2.741 0.2 -0.1 0.0 -0.100
N 0.575 1.216 -1.651 -0.3 0.5 -0.5 -0.072
H 2.298 -1.946 3.675 0.0 0.0 0.0 0.136
H 0.512 -3.586 4.369 0.0 0.0 0.0 0.123
H -1.780 -3.315 3.417 0.0 0.0 0.0 0.117
H -2.160 -1.548 1.693 0.0 -0.1 -0.1 0.116
H 3.220 3.228 -1.994 0.0 0.0 0.0 0.136
H 1.922 3.896 -4.052 0.0 0.0 0.0 0.123
H -0.266 2.772 -4.487 0.0 0.0 0.0 0.119
H -1.064 1.047 -2.890 0.0 0.1 0.0 0.115
N -1.458 -1.494 -1.084 0.0 0.7 -0.1 -0.015
N -0.999 -2.773 -0.755 0.1 0.0 0.2 0.011
C 0.341 -2.987 -0.636 -0.2 0.1 -0.1 -0.389
N 0.743 -4.225 -0.390 -0.1 0.0 -0.1 0.228
N 1.087 -1.893 -0.781 0.4 0.3 0.1 0.066
N 2.471 -2.042 -0.925 0.0 0.0 0.0 -0.390
O 3.005 -3.116 -0.684 0.1 0.1 0.0 0.064
O 3.046 -1.053 -1.292 -0.1 -0.1 0.0 0.122
H -2.321 -1.249 -0.605 -0.1 -0.1 0.0 0.102
H -1.564 -1.386 -2.088 -0.1 -0.1 0.0 0.123
H -1.635 -3.551 -0.804 0.0 0.0 -0.1 0.164
H 0.094 -4.993 -0.385 0.0 0.0 0.0 0.133
H 1.742 -4.387 -0.376 0.0 0.0 0.1 0.101
C -3.600 2.238 0.747 0.0 0.0 0.0 -0.055
C -2.089 2.119 0.713 0.2 0.0 0.0 -0.539
C -1.437 3.299 0.015 0.0 0.0 0.0 -0.055
O -1.785 0.892 0.062 -0.4 0.8 0.4 -0.408
H -3.895 3.155 1.257 0.0 0.0 0.0 0.087
H -4.046 1.394 1.276 0.0 0.0 0.0 0.075
H -4.000 2.263 -0.269 0.0 0.0 0.0 0.084
H -1.716 2.082 1.746 0.0 -0.1 0.0 0.133
H -1.828 3.404 -1.000 0.0 0.0 0.0 0.083
H -0.354 3.163 -0.037 0.0 0.0 0.0 0.061
H -1.634 4.225 0.557 0.0 0.0 0.0 0.090
```
Forces are in eV/Å.



(3)
Molecular formula: C16H20N2O4
Method: DFT, ωB97M-V with the def2-TZVPD basis set

The total energy is -1031.59990 Eh. The calculation puts the frontier orbital gap at 8.17 eV. The value obtained for the relative energy (zero: lowest compared OMol25 entry of this formula, charge and spin) is 404.55 kcal/mol. The LUMO energy is 0.0018 Ha.

```
42
Properties=species:S:1:pos:R:3:forces:R:3:lowdin_charge:R:1
C 3.807 -5.208 -1.638 1.3 -1.8 -0.7 -0.117
C 3.360 -5.109 -0.209 1.4 -4.4 3.1 -0.298
O 1.957 -4.743 0.079 4.9 -1.6 -0.8 -0.015
C 1.760 -3.449 -0.115 -0.3 1.7 -1.6 -0.240
C 2.676 -2.385 -0.530 -3.5 -6.4 2.1 0.029
C 2.333 -1.136 -0.388 -7.3 -7.1 -0.2 -0.051
C 1.093 -0.836 -0.181 -11.0 -5.2 1.3 -0.114
C -0.097 -1.978 -0.077 4.4 -0.2 1.1 0.144
C 0.392 -3.294 0.012 1.8 8.8 -1.4 -0.002
H -0.250 -3.977 0.222 -3.5 -4.8 1.3 0.056
H -1.145 -1.852 0.258 0.8 0.9 -0.7 0.112
N 0.348 0.300 -0.322 0.7 7.3 -1.7 0.079
C -0.463 1.076 0.423 -3.3 -9.3 11.8 -0.155
O -0.934 0.404 1.686 2.4 4.1 -7.1 -0.130
C -0.858 2.394 0.096 9.4 2.6 3.5 -0.503
N -2.057 2.647 -0.117 -13.5 2.6 -1.8 -0.078
C -2.452 4.192 -0.197 -1.4 -5.0 5.7 0.026
H -1.652 4.683 -0.549 2.5 2.2 -1.2 0.068
C -3.028 4.558 1.317 7.3 -2.2 -1.2 -0.248
H -3.191 5.555 1.377 -1.7 3.0 0.1 0.080
O -3.899 3.705 1.804 -2.8 -1.5 1.5 -0.157
C -3.405 2.297 2.068 -9.2 2.4 -7.1 -0.062
C -3.254 1.834 0.607 0.6 -0.8 -2.5 -0.066
H -2.843 0.802 0.681 -0.7 0.6 -0.5 0.082
H -4.367 1.832 -0.191 3.7 0.3 2.8 0.213
H -4.422 1.921 2.367 1.9 -0.5 1.1 0.158
H -2.526 2.356 2.425 5.9 -0.3 3.9 0.038
H -2.091 4.459 1.986 -0.5 0.4 -0.8 0.134
H -3.319 4.165 -0.707 -2.5 0.3 -2.7 0.065
C 0.154 2.739 -0.971 -3.7 -4.5 -4.6 0.018
C 0.713 1.295 -1.231 6.7 0.5 -7.9 -0.219
O 1.552 1.067 -2.259 -4.5 1.0 5.8 -0.007
H 0.826 3.461 -0.798 2.8 2.3 0.8 0.081
H -0.403 2.981 -1.987 1.1 -0.3 2.0 0.183
H -0.444 3.072 1.014 -0.1 -1.5 -0.6 0.203
H 2.802 -0.412 -0.375 9.6 11.9 -0.6 0.030
H 3.616 -2.664 -0.553 4.7 -1.1 -0.4 0.054
H 3.632 -6.185 0.405 -1.7 2.3 -2.0 0.174
H 4.152 -4.644 0.366 -0.6 1.7 0.3 0.094
H 3.144 -6.062 -2.095 1.2 2.2 0.0 0.103
H 3.807 -4.131 -2.065 -0.1 -2.3 -0.1 0.087
H 4.976 -5.731 -1.638 -3.4 1.9 0.0 0.152
```
Forces are in eV/Å.